No. 1
The following is a quantum chemistry calculation of C3H2Cl2O2 as an isolated structure at a distorted geometry, from the OMol25 dataset.

Each line ends with the Mulliken charge.
Atoms and positions in Å:
C1 -1.264 0.208 -0.588  -0.0435
C2 0.017 0.586 -0.661  -0.0219
C3 0.806 -0.395 0.788  0.0146
O1 -1.502 -0.532 0.583  -0.2137
O2 -0.298 -0.952 1.349  -0.1688
Cl1 1.028 1.453 -1.659  -0.1346
Cl2 2.071 -1.408 0.079  -0.1478
H1 -2.109 0.614 -1.193  0.3691
H2 1.251 0.425 1.302  0.3467

Calculated values
ΔE to the lowest compared entry with this formula, charge and spin: 5.514 eV
2S+1: 1
gap between HOMO and LUMO: 9.51 eV
HOMO: -9.225 eV
total energy: -1186.1882 Eh
LUMO level: 0.28 eV
max |F|: 5.183 eV/Å

---

No. 2
The following is a quantum chemistry calculation of C3H2Cl2O4Ru2 as an isolated structure at a distorted geometry, from the OMol25 dataset.

Each line ends with the Mulliken charge.
Atoms and positions in Å:
Ru1 0.772 0.147 -1.387  0.7356
Ru2 0.458 0.638 0.997  0.7577
Cl1 0.599 2.468 -1.045  0.3047
Cl2 2.749 0.622 1.011  0.4384
C1 0.255 -0.886 1.960  0.4415
C2 -0.722 -0.125 -2.389  0.2782
C3 1.299 -1.603 -1.473  0.3938
O1 0.071 -1.869 2.586  0.1305
O2 -1.678 -0.322 -3.041  0.1179
O3 1.631 -2.718 -1.574  0.1069
O4 -1.564 1.126 1.184  -0.5701
H1 -1.797 2.041 1.464  0.4509
H2 -2.073 0.479 1.707  0.4141

Calculated values
ΔE to the lowest compared entry with this formula, charge and spin: 0.262 eV
total charge: +4
2S+1: 11
gap between HOMO and LUMO (spin up / spin down): 7.89 / 5.84 eV
HOMO (spin up / spin down): -26.792 / -29.555 eV
total energy: -1524.1221 Eh
LUMO level (spin up / spin down): -18.91 / -23.72 eV
max |F|: 15.748 eV/Å
<S²>: 30.07

---

No. 3
The following is a quantum chemistry calculation of one molecule with the formula C3H2ClF at a distorted geometry, from the OMol25 dataset.

Each line ends with the Mulliken charge.
Atoms and positions in Å:
C1 1.263 -2.159 -0.808  -0.2186
C2 0.700 -0.890 -1.171  0.5903
C3 0.104 -0.192 -0.263  -0.5883
F1 0.644 -2.576 0.289  -0.1009
Cl1 1.315 -0.258 -2.670  -0.1603
H1 -0.275 -0.506 0.753  0.2492
H2 -0.276 0.879 -0.472  0.2286

Calculated values
ΔE to the lowest compared entry with this formula, charge and spin: 1.957 eV
2S+1: 1
gap between HOMO and LUMO: 8.41 eV
HOMO: -9.516 eV
total energy: -675.4202 Eh
LUMO level: -1.10 eV
max |F|: 5.940 eV/Å

---

No. 4
The following is a quantum chemistry calculation of a 2-piece molecular cluster, C3H2ClF2I overall at a distorted geometry, from the OMol25 dataset.

Each line ends with the Mulliken charge.
Atoms and positions in Å:
C1 -0.011 0.365 -2.263  -0.0364
C2 0.554 -0.604 -1.620  -0.2887
C3 0.534 -0.115 1.282  0.1674
F1 1.502 0.761 1.514  -0.1978
F2 -0.659 0.329 1.609  -0.1628
Cl1 -0.828 0.153 -3.817  -0.1768
I1 0.789 -2.673 -1.993  0.1561
H1 0.033 1.478 -2.065  0.3107
H2 0.929 -0.994 1.796  0.2284

Calculated values
ΔE to the lowest compared entry with this formula, charge and spin: 4.008 eV
2S+1: 1
gap between HOMO and LUMO (spin up / spin down): 9.18 / 7.67 eV
HOMO (spin up / spin down): -9.288 / -9.200 eV
total energy: -1072.9426 Eh
LUMO level (spin up / spin down): -0.11 / -1.53 eV
max |F|: 2.342 eV/Å

---

No. 5
The following is a quantum chemistry calculation of a 2-piece molecular cluster, C3H2ClF2N overall at a distorted geometry, from the OMol25 dataset.

Each line ends with the Mulliken charge.
Atoms and positions in Å:
N1 0.060 -2.513 0.013  -0.3237
C1 -0.202 -1.422 0.086  0.4168
C2 -0.589 -0.091 0.224  -0.3196
Cl1 -2.106 0.339 -0.573  -0.1416
C3 0.053 0.939 0.795  0.0821
F1 -0.448 2.106 1.007  -0.2033
H1 0.904 0.788 1.285  0.4485
F2 1.623 -0.052 -1.344  -0.3899
H2 0.705 -0.095 -1.494  0.4307

Calculated values
ΔE to the lowest compared entry with this formula, charge and spin: 0.409 eV
2S+1: 1
gap between HOMO and LUMO: 10.33 eV
HOMO: -10.517 eV
total energy: -830.1260 Eh
LUMO level: -0.19 eV
max |F|: 4.223 eV/Å

---

No. 6
The following is a quantum chemistry calculation of one molecule with the formula C3H2ClF6N at a distorted geometry, from the OMol25 dataset.

Each line ends with the Mulliken charge.
Atoms and positions in Å:
N1 1.462 -0.103 -0.101  -0.4253
C1 0.176 -0.070 0.294  0.2271
Cl1 -0.449 0.089 2.410  -0.2914
C2 -0.560 -1.295 -0.348  0.7685
F1 -0.600 -1.019 -1.668  -0.2338
F2 0.151 -2.439 -0.235  -0.2738
F3 -1.798 -1.540 0.100  -0.2076
C3 -0.454 1.360 -0.012  0.6084
F4 -1.748 1.380 0.367  -0.2047
F5 -0.301 1.626 -1.276  -0.2222
F6 0.145 2.358 0.654  -0.2306
H1 1.946 0.692 0.044  0.2016
H2 2.032 -1.039 -0.229  0.2838

Calculated values
ΔE to the lowest compared entry with this formula, charge and spin: 0.405 eV
2S+1: 1
gap between HOMO and LUMO: 10.30 eV
HOMO: -10.624 eV
total energy: -1229.6532 Eh
LUMO level: -0.32 eV
max |F|: 5.207 eV/Å